# 1
Molecular formula: C2H8NS
Method: DFT, wB97M-V/def2-TZVPD

Geometry as XYZ:
```
12
C2H8NS (wB97M-V/def2-TZVPD)
S 2.0619 1.4816 1.7890
H 0.8073 1.4481 2.3247
C -0.7525 0.4833 -1.1196
C -0.6835 -0.8248 -0.3010
N 0.7142 -0.9550 0.1592
H -0.7019 0.2151 -2.1734
H 0.1919 1.0341 -0.9900
H -1.4849 1.1952 -0.7523
H -0.8980 -1.6398 -0.9845
H -1.2761 -0.7999 0.6198
H 0.8655 -1.5664 0.9407
H 1.1562 -0.0715 0.4874
```

* energy above the lowest of the compared OMol25 structures with the same formula, charge and spin: 11.4 kcal/mol
* LUMO: 4.20 eV
* total charge: -1
* frontier orbital gap: 6.94 eV

***

# 2
Molecular formula: C3H3I
Method: DFT, wB97M-V/def2-TZVPD

Geometry as XYZ:
```
7
C3H3I (wB97M-V/def2-TZVPD)
I 0.8950 2.0464 -1.0112
C 0.0643 -0.0784 -0.6215
C -0.8265 -0.2261 0.5075
C 0.3933 -0.7003 0.7158
H -0.1346 -0.3845 -1.7133
H -1.6491 0.2185 0.9142
H 1.2576 -0.8755 1.2084
```

* energy above the lowest of the compared OMol25 structures with the same formula, charge and spin: 20.9 kcal/mol
* structure (SMILES): IC1C=C1
* LUMO: 0.48 eV
* total charge: 0
* frontier orbital gap: 9.53 eV

***

# 3
Molecular formula: C4H8ClFN
Method: DFT, wB97M-V/def2-TZVPD

Geometry as XYZ:
```
15
C4H8ClFN (wB97M-V/def2-TZVPD)
N 1.5176 -0.9245 0.8638
C 0.4928 -0.9308 -0.2342
C -0.6687 -0.0521 0.1442
C -0.5168 1.4558 0.0617
C -1.3574 0.7428 -0.9404
F -0.8401 0.6111 -2.1822
Cl -3.1002 0.8748 -0.9664
H 2.3451 -1.4770 0.6052
H 1.1136 -1.3145 1.7255
H 1.8076 0.0441 1.0583
H 0.9608 -0.5638 -1.1498
H 0.1646 -1.9585 -0.3973
H -1.3174 -0.4394 0.9182
H -1.0151 2.0658 0.7972
H 0.4136 1.8662 -0.3038
```

* energy above the lowest of the compared OMol25 structures with the same formula, charge and spin: 0.0 kcal/mol
* structure (SMILES): [NH3+]C[C@H]1C[C@]1(F)Cl
* LUMO: -4.02 eV
* total charge: +1
* frontier orbital gap: 10.03 eV

***

# 4
Molecular formula: C4H5NO2
Method: DFT, wB97M-V/def2-TZVPD

Geometry as XYZ:
```
12
C4H5NO2 (wB97M-V/def2-TZVPD)
C 0.0796 -1.3817 -0.5157
C 1.2249 -0.1854 0.0303
C -1.1594 -0.6392 -0.3258
C -0.9766 0.7698 0.1740
N 0.4736 1.0308 0.2902
O 1.0675 0.7783 -1.0211
O 2.4050 -0.4806 0.6631
H -2.0187 -0.7820 -1.0243
H -1.5307 -1.4217 0.4375
H -1.3890 1.4443 -0.5124
H -1.2642 0.6756 1.2132
H 3.0880 0.1917 0.5909
```

* energy above the lowest of the compared OMol25 structures with the same formula, charge and spin: 164.6 kcal/mol
* LUMO: -0.15 eV
* total charge: 0
* frontier orbital gap: 9.00 eV

***

# 5
Molecular formula: C6H6HoLiO2
Method: DFT, wB97M-V/def2-TZVPD

Geometry as XYZ:
```
16
C6H6HoLiO2 (wB97M-V/def2-TZVPD)
C -0.7875 2.1759 -0.0650
C -1.2373 0.9104 -0.3111
C -1.1728 -0.2910 0.5315
H -1.0557 2.9596 -0.7817
H -0.4403 2.4775 0.9298
H -1.6226 0.6848 -1.3103
H -2.1050 -0.8740 0.5185
C -0.7710 -0.1214 1.8597
O -0.3850 -0.0125 2.9161
O 1.9707 -0.3446 -0.7285
C 1.2518 -1.3788 -0.7349
C 0.1069 -1.8808 -0.3388
Ho 1.4594 1.7859 -1.4755
Li 3.9052 -0.7683 -0.0819
H 0.8459 -2.6141 -1.2925
H 0.0373 -2.7088 0.3645
```

* <S²>: 6.041
* spin multiplicity: 5
* LUMO (alpha / beta): -16.60 / -19.52 eV
* total charge: +4
* frontier orbital gap (alpha / beta): 9.31 / 4.89 eV